Computed, not measured: an isolated molecule of C5H9NO, with ωB97M-V/def2-TZVPD.

Computed properties:
E_HOMO ... -9.13 eV
SMILES ... C[C@H]1C[C@H]1/C=N\O
Lowest unoccupied orbital energy ... 1.104 eV
Total charge ... 0
Largest force on an atom ... 0.7 eV Å⁻¹
Calculated total energy ... -325.81621 hartree
Energy above the lowest of the compared OMol25 structures with the same formula, charge and spin ... 3.302 eV

Last column: natural (NBO) charge in e.
Geometry (Å):
1 C -1.54869 -1.00492 -0.19821  -0.612
2 C -0.66589 0.02202 -0.87845  -0.199
3 C -0.82661 1.43122 -0.42552  -0.401
4 C 0.45996 0.71175 -0.12037  -0.315
5 C 0.83002 -0.03418 1.08246  0.047
6 N 1.94413 -0.61879 1.28976  -0.146
7 O 2.89486 -0.32767 0.31724  -0.585
8 H -2.50472 -1.04922 -0.73133  0.218
9 H -1.77274 -0.71742 0.83584  0.203
10 H -1.10366 -2.00517 -0.17691  0.217
11 H -0.43376 -0.17919 -1.91625  0.217
12 H -0.74038 2.20583 -1.18011  0.224
13 H -1.57545 1.62272 0.33748  0.214
14 H 1.31631 1.06463 -0.68274  0.247
15 H 0.07511 -0.28368 1.81641  0.194
16 H 3.65150 -0.83795 0.63070  0.478

Cartesian forces (eV/Å) of the 3 atoms listed first:
C 0.0 0.0 0.0
C -0.1 0.0 -0.3
C -0.2 0.2 0.0